# 1
Entry from the OMol25 dataset: a molecular structure, C34H58N13O4S (the ωB97M-V functional and the def2-TZVPD basis).

XYZ file:
```
110
Properties=species:S:1:pos:R:3:forces:R:3:mulliken_charge:R:1
C -3.499 0.332 -0.034 0.54 -0.41 -0.24 -0.9943
C -2.221 -0.517 -0.058 -0.94 0.25 -0.64 -0.0013
O -2.539 -1.807 -0.552 -0.10 -0.48 0.46 -0.3677
C -1.388 -2.668 -0.459 -0.20 0.55 -0.08 -0.3715
C -0.582 -2.541 -1.748 -0.14 -0.36 -0.18 -0.3629
O 0.737 -2.998 -1.684 0.21 0.01 -0.12 -0.2272
C 1.503 -2.286 -0.691 -0.02 -0.34 0.49 -0.4699
S 1.856 -3.502 0.641 0.10 0.25 0.07 -0.3124
O 2.735 -1.916 -1.327 -0.11 0.04 -0.08 -0.2458
C 2.797 -0.517 -1.412 0.12 -0.20 0.53 -0.2069
C 3.447 0.182 -0.172 -0.44 -0.24 -0.09 -0.8058
N 3.928 -0.726 0.860 0.67 0.41 -0.60 0.0216
C 5.254 -0.377 1.346 -0.30 -0.26 0.79 -0.9232
C 6.027 -1.537 2.010 -0.34 -0.54 0.63 1.2355
C 5.238 -2.825 2.078 -0.16 0.16 -0.50 -1.7785
O 6.422 -1.159 3.350 0.38 0.29 0.10 -0.6052
H -4.212 -0.089 -0.737 -0.20 -0.08 0.02 0.4375
H -3.268 1.338 -0.364 -0.09 0.25 0.16 0.2415
H -3.893 0.343 0.976 -0.38 0.15 0.06 -0.0159
H -1.834 -0.565 0.958 0.47 -0.11 -0.02 0.3359
H -1.512 -0.059 -0.743 0.45 0.12 0.27 0.1097
H -0.825 -2.358 0.414 0.40 -0.12 0.00 0.2843
H -1.712 -3.695 -0.317 -0.24 -0.08 0.03 0.2793
H -1.083 -3.169 -2.487 -0.02 -0.07 -0.20 0.2479
H -0.664 -1.519 -2.130 0.20 0.27 0.19 0.2660
H 2.799 -4.361 0.160 -0.09 0.00 -0.17 0.0254
H 3.387 -0.217 -2.282 -0.06 -0.23 -0.31 0.3510
H 1.766 -0.183 -1.485 -0.04 0.44 -0.29 -0.0198
H 2.705 0.877 0.229 -0.05 0.13 0.11 0.2479
H 4.280 0.789 -0.521 0.12 0.09 -0.04 0.4309
H 3.266 -0.753 1.619 -0.12 -0.30 0.01 0.2448
H 5.174 0.388 2.128 0.35 0.30 -0.05 0.2293
H 5.862 0.014 0.537 -0.10 0.12 -0.24 0.3363
H 6.952 -1.751 1.485 0.19 0.22 -0.10 -0.3550
H 5.803 -3.645 2.509 0.22 0.03 0.14 0.3913
H 4.303 -2.680 2.613 -0.15 -0.02 0.14 0.6720
H 4.947 -3.098 1.070 -0.16 -0.16 -0.12 0.2755
H 5.860 -1.632 3.968 -0.11 -0.08 -0.08 0.3332
C 9.116 -2.655 -1.306 0.06 0.03 -0.03 -0.8703
C 8.403 -3.394 -0.274 -0.31 -0.27 0.38 0.5319
N 7.831 -3.965 0.546 0.43 0.12 -0.36 -0.4879
H 10.160 -2.539 -1.017 0.01 0.02 0.02 0.2648
H 9.060 -3.195 -2.249 -0.01 0.01 -0.02 0.3125
H 8.666 -1.672 -1.429 -0.01 0.01 -0.01 0.2782
C -1.934 3.664 2.882 -0.02 0.15 0.09 -0.6405
C -1.472 2.871 1.754 0.33 -0.45 -0.32 0.3515
N -1.048 2.216 0.907 -0.24 0.47 0.37 -0.3069
H -1.745 4.722 2.704 0.03 0.00 -0.04 0.3107
H -2.996 3.510 3.057 0.00 -0.12 -0.02 0.0481
H -1.387 3.353 3.770 -0.04 0.00 0.04 0.2663
C -0.510 3.945 -1.962 0.13 0.35 -0.10 -0.3608
C -1.426 4.511 -2.953 -0.53 -0.55 0.26 0.2647
N -2.075 5.004 -3.775 -2.99 -4.42 3.31 -0.3764
H 0.167 3.250 -2.459 0.00 -0.02 0.08 0.2020
H 0.085 4.739 -1.496 -0.03 -0.14 -0.08 0.2573
H -1.048 3.410 -1.181 0.05 -0.03 -0.08 -0.0307
C -7.647 -2.937 -0.334 -0.06 0.08 -0.14 -0.5178
C -8.076 -2.558 1.004 -0.13 -0.07 0.54 0.4154
N -8.435 -2.306 2.070 0.12 -0.06 -0.44 -0.4875
H -8.237 -2.393 -1.069 0.05 -0.01 -0.07 0.2771
H -6.594 -2.707 -0.485 0.02 -0.01 0.04 0.1721
H -7.803 -4.005 -0.472 0.07 -0.03 -0.01 0.1682
C 10.262 -3.495 3.088 0.11 -0.07 -0.32 -0.3596
C 11.232 -2.848 2.214 0.32 0.21 -0.37 0.3847
N 11.995 -2.333 1.520 -0.33 -0.22 0.26 -0.4743
H 9.828 -2.769 3.761 -0.05 0.06 -0.02 -0.0869
H 9.467 -3.934 2.486 -0.04 0.02 0.02 0.1291
H 10.746 -4.275 3.669 -0.01 0.02 0.06 0.3517
C -6.711 -4.152 -6.659 0.04 -0.02 0.00 -0.7756
C -7.125 -3.765 -5.318 -0.15 0.19 0.53 0.3608
N -7.449 -3.449 -4.260 0.06 -0.14 -0.41 -0.3615
H -7.296 -3.607 -7.397 0.00 0.00 -0.02 0.2582
H -5.656 -3.921 -6.795 0.01 0.00 -0.02 0.2627
H -6.863 -5.220 -6.797 0.01 -0.01 -0.02 0.2565
C -6.137 -0.425 3.738 -0.01 -0.05 -0.01 -0.7001
C -5.166 0.656 3.792 0.32 0.20 0.16 0.3912
N -4.397 1.507 3.892 -0.30 -0.09 -0.09 -0.4101
H -5.669 -1.355 4.052 0.02 -0.02 -0.04 0.2991
H -6.958 -0.179 4.410 0.04 -0.14 -0.11 0.2913
H -6.523 -0.544 2.729 0.00 -0.01 -0.02 0.1113
C 0.270 8.109 -5.987 -0.17 -0.06 0.04 -0.9585
C -0.531 7.117 -5.276 -0.15 -0.56 0.38 0.3373
N -1.125 6.304 -4.700 3.57 5.25 -3.75 -0.1105
H 0.095 8.017 -7.056 0.05 0.04 -0.04 0.2041
H -0.007 9.109 -5.664 0.05 0.04 -0.03 0.2685
H 1.328 7.955 -5.786 0.01 0.02 -0.01 0.2726
C -6.863 3.738 5.071 0.02 0.08 -0.03 -0.4875
C -7.517 2.459 5.306 -0.22 -0.52 0.06 0.4001
N -8.022 1.439 5.477 0.11 0.61 0.05 -0.4816
H -7.563 4.430 4.608 -0.01 0.02 0.01 0.2768
H -6.519 4.154 6.015 0.01 0.01 0.01 0.2525
H -6.010 3.590 4.412 0.02 -0.04 0.02 0.0223
C -9.867 -6.323 1.897 -0.03 0.05 0.02 -0.7588
C -8.583 -6.419 1.218 0.53 -0.03 -0.21 0.3433
N -7.562 -6.491 0.691 -0.48 0.04 0.18 -0.3769
H -9.936 -7.092 2.663 -0.01 -0.01 0.01 0.2896
H -9.961 -5.343 2.363 0.00 0.02 0.00 0.2537
H -10.674 -6.457 1.180 -0.02 0.00 0.00 0.2572
C -0.148 11.137 -9.244 -0.01 0.00 0.00 -0.7548
C 0.821 10.836 -8.199 0.40 -0.08 0.39 0.3607
N 1.586 10.598 -7.373 -0.32 0.14 -0.39 -0.3851
H -0.697 10.236 -9.509 -0.02 0.00 -0.01 0.2687
H -0.849 11.890 -8.889 -0.02 0.01 -0.01 0.2613
H 0.367 11.514 -10.125 -0.01 0.00 -0.02 0.2758
C 9.091 -1.256 6.869 -0.01 0.04 -0.01 -0.7878
C 9.114 -2.592 6.293 -0.12 -0.55 -0.15 0.4802
N 9.116 -3.647 5.833 -0.01 0.43 0.45 -0.4697
H 9.184 -1.320 7.952 0.00 0.01 0.01 0.3176
H 9.918 -0.669 6.473 0.00 0.03 0.00 0.2683
H 8.153 -0.765 6.616 0.00 0.02 -0.03 0.2564
```
Forces are in eV/Å.

DFT total energy = -2740.98968 Ha
Charge = -1
Kohn-Sham gap = 3.712 eV
HOMO level = -2.280 eV

# 2
Entry from the OMol25 dataset: a molecular structure, C31H27GeN3OPb (the ωB97M-V functional and the def2-TZVPD basis).

XYZ file:
```
64
Properties=species:S:1:pos:R:3:forces:R:3:lowdin_spin:R:1
Pb 1.883 -0.625 -0.389 -0.60 0.33 0.97 0.3142
C 3.646 3.692 0.280 0.08 0.19 0.17 0.0064
C 3.379 2.293 -0.164 -3.15 -0.56 2.43 0.0470
N 2.372 1.591 0.411 1.73 0.15 -2.26 -0.0155
N 1.529 2.142 1.289 0.74 0.84 0.24 -0.0096
C 0.679 1.301 1.850 0.10 -1.38 -0.63 -0.0027
O 0.541 0.050 1.534 0.92 0.75 -0.50 0.0532
C -0.205 1.820 2.894 0.11 -0.21 -0.23 0.0002
C -0.442 3.173 3.029 -0.36 1.10 -0.08 -0.0012
C -1.376 3.607 3.965 0.13 0.22 0.25 0.0006
C -1.957 2.691 4.836 -0.43 0.25 0.50 -0.0008
C -1.683 1.334 4.708 -0.35 -0.41 0.36 0.0002
C -0.841 0.895 3.705 -0.05 -0.91 0.17 -0.0004
C 4.187 1.642 -1.158 1.71 -0.98 -1.72 0.0025
C 5.310 2.273 -1.752 -0.50 0.37 0.63 0.0123
C 6.125 1.549 -2.616 0.33 0.24 -0.16 0.0022
C 5.840 0.217 -2.882 0.30 -0.09 -0.31 0.0105
C 4.717 -0.348 -2.299 0.12 0.08 -0.29 0.0083
N 3.908 0.359 -1.519 -0.32 0.37 0.80 0.0317
H 3.011 3.890 1.165 0.47 0.05 -0.57 0.0001
H 4.719 3.817 0.532 -0.59 0.00 -0.07 0.0019
H 3.397 4.400 -0.531 0.09 -0.16 0.36 0.0025
H 0.054 3.910 2.384 -0.18 -0.51 0.24 0.0000
H -1.638 4.664 4.058 0.22 -0.35 -0.08 0.0000
H -2.627 3.055 5.636 0.38 -0.31 -0.60 -0.0001
H -2.144 0.595 5.377 0.17 0.45 -0.26 0.0000
H -0.665 -0.186 3.537 -0.09 0.90 0.20 -0.0001
H 5.548 3.326 -1.515 -0.19 -0.84 -0.17 0.0009
H 7.011 2.023 -3.070 -0.62 -0.26 0.29 -0.0001
H 6.470 -0.368 -3.557 -0.22 0.17 0.33 0.0005
H 4.475 -1.406 -2.480 -0.08 0.54 0.10 0.0010
C -1.802 1.788 -0.566 0.97 0.61 0.24 0.0504
Ge -1.079 -0.015 -0.863 -2.24 -0.44 0.76 0.2892
C -1.742 -0.547 -2.626 0.96 -0.03 0.14 0.0753
C -3.116 -0.643 -2.764 -0.53 0.06 0.81 0.0152
C -3.656 -1.038 -3.970 -0.50 -0.10 -0.42 0.0051
C -2.830 -1.355 -5.049 -0.87 -0.15 -0.36 -0.0014
C -1.467 -1.255 -4.901 0.91 -0.29 -0.84 0.0002
C -0.923 -0.852 -3.698 0.55 -0.08 0.27 0.0072
C -1.961 -1.247 0.481 0.85 0.49 0.08 0.0303
C -2.703 -0.730 1.531 0.39 0.42 -0.49 0.0163
C -3.147 -1.541 2.589 -0.31 -0.70 0.23 0.0010
C -2.842 -2.887 2.609 -0.06 0.62 0.18 0.0146
C -2.010 -3.450 1.610 -0.12 0.22 -0.46 0.0001
C -1.627 -4.813 1.655 -0.08 -0.32 0.25 0.0022
C -0.803 -5.354 0.697 -0.37 -0.34 0.74 -0.0021
C -0.361 -4.548 -0.356 0.04 0.69 -0.60 0.0031
C -0.763 -3.230 -0.472 0.41 -0.49 -0.17 0.0018
C -1.577 -2.621 0.520 -0.10 -0.38 0.09 0.0055
H -2.876 1.771 -0.812 0.43 -0.11 -0.03 0.0091
H -1.259 2.499 -1.231 -0.58 -0.39 0.47 0.0003
H -1.667 2.107 0.484 -0.10 -0.08 -0.53 -0.0002
H -3.782 -0.467 -1.899 0.38 -0.01 -0.57 0.0016
H -4.742 -1.100 -4.054 0.29 -0.08 -0.10 0.0008
H -3.270 -1.707 -5.996 0.28 0.29 0.58 -0.0001
H -0.786 -1.514 -5.726 -0.47 0.12 0.37 0.0002
H 0.167 -0.842 -3.575 -0.36 0.13 -0.14 0.0045
H -2.922 0.340 1.584 0.06 -0.31 -0.11 0.0009
H -3.741 -1.104 3.399 0.19 -0.16 -0.38 -0.0001
H -3.222 -3.520 3.412 0.20 0.12 -0.17 0.0008
H -2.015 -5.427 2.486 0.29 0.32 -0.53 0.0001
H -0.531 -6.411 0.762 0.01 0.42 -0.10 -0.0001
H 0.285 -4.953 -1.130 -0.14 -0.08 0.12 0.0002
H -0.452 -2.707 -1.390 -0.26 0.00 0.56 0.0024
```
Forces are in eV/Å.

Spin multiplicity = 2
<S²> = 0.764
DFT total energy = -3706.53734 Ha
Charge = +1
Kohn-Sham gap (spin up / spin down) = 6.374 / 4.947 eV
HOMO level (spin up / spin down) = -10.442 / -10.476 eV

Number 1: maximum force 7.38 eV/Å. Number 2: maximum force 4.02 eV/Å.